{"formula": "C5H10S", "method": "the ωB97M-V functional and the def2-TZVPD basis", "de_lowest_kcal_mol": 22.4, "homo_lumo_gap_ev": 9.43, "e_tot_ev": -16181.5079, "symbols": ["H", "H", "H", "H", "H", "H", "S", "H", "C", "H", "C", "C", "C", "H", "H", "C"], "xyz": [[0.455, -1.883, 1.418], [-1.606, -0.608, -0.338], [0.386, 2.478, -1.163], [-1.463, -0.424, 1.367], [-0.904, 1.387, -1.667], [1.966, 0.172, 0.561], [1.288, 0.270, -1.611], [-2.221, 0.830, 0.540], [-0.020, 0.870, 0.243], [-0.133, -2.103, -0.279], [1.073, -0.223, 0.117], [-1.364, 0.160, 0.443], [0.042, 1.451, -1.118], [1.597, -2.269, 0.137], [0.193, 1.571, 1.016], [0.711, -1.678, 0.334]], "forces_ev_per_a": [[0.2, 0.3, -1.0], [0.4, 1.0, 0.3], [0.1, 0.2, 0.0], [0.6, 0.1, 0.1], [0.2, 0.0, 0.0], [0.5, -0.8, 1.0], [0.6, -0.6, -1.6], [0.1, 0.3, -0.5], [-1.7, -2.2, 1.0], [1.0, 0.8, 0.4], [-0.4, 0.7, -0.7], [-1.2, -0.6, 0.5], [-0.3, 1.1, -1.3], [0.2, -0.3, -0.2], [0.0, 0.5, 0.8], [-0.3, -0.7, 1.2]]}


{"formula": "C5H10S2", "method": "the ωB97M-V functional and the def2-TZVPD basis", "de_lowest_kcal_mol": 46.5, "homo_lumo_gap_ev": 9.29, "e_tot_ev": -27015.1719, "smiles": "C[C@@H]1[C@@H](S)[C@@H]1CS", "symbols": ["H", "C", "H", "H", "H", "C", "C", "S", "H", "H", "H", "H", "H", "C", "S", "C", "H"], "xyz": [[0.426, 0.650, 1.623], [-1.025, -0.381, 0.234], [-2.098, -1.805, -0.879], [2.040, -1.203, 0.723], [-1.178, -2.415, 0.598], [1.596, -0.413, 0.011], [-1.138, -1.741, -0.336], [-1.320, 2.495, 0.375], [-0.095, 3.106, 0.196], [-0.634, 1.224, -1.536], [1.810, 1.827, -0.236], [1.405, -1.089, -0.815], [-1.809, -0.195, 1.075], [-0.816, 0.985, -0.479], [2.850, 0.834, -0.226], [0.318, 0.146, 0.590], [-0.331, -2.027, -0.920]], "forces_ev_per_a": [[-0.2, -0.6, -2.0], [-1.3, 2.2, 2.0], [0.5, -0.4, 0.1], [-0.6, 1.3, -0.4], [0.0, 0.7, -1.6], [-0.1, -2.4, 1.7], [-2.5, -0.5, 2.0], [0.5, 0.0, -0.4], [-0.9, -0.3, 0.3], [0.3, -1.0, 0.5], [1.8, -1.1, -0.2], [0.0, 0.7, -0.8], [1.4, -0.6, -1.4], [2.1, -1.0, 2.1], [-1.5, 1.8, -0.2], [-0.8, 1.8, -0.2], [1.3, -0.6, -1.3]]}